No. 1
Computed, not measured: the molecule C6H6N2, with ωB97M-V/def2-TZVPD.

Geometry as XYZ:
```
14
Properties=species:S:1:pos:R:3:forces:R:3
C -0.227624 -1.714032 -0.345857 0.141 -2.067 -3.892
C -1.669775 -1.258220 -0.079875 3.848 -0.005 -0.060
C -1.668908 -0.009101 0.260797 2.935 1.054 -1.116
C 0.346880 1.688357 0.534690 0.320 -4.299 -1.848
C 1.681639 0.124994 -0.328746 -3.241 3.447 2.239
C 0.445342 -0.380615 -0.517894 1.073 -1.110 1.370
H -0.085292 -2.368157 -1.380647 -0.620 1.429 2.568
H 0.223779 -2.372379 0.457565 -0.614 1.017 -0.719
H -2.432166 -1.871196 0.023279 -3.455 -2.892 0.425
H -2.351617 0.559603 0.761737 -1.882 1.494 0.785
H -0.170167 2.598888 0.868562 0.627 -0.698 -0.036
H 2.514943 -0.347428 -0.477261 4.850 -2.255 -0.789
N -0.355389 0.539828 -0.028651 -3.881 3.974 2.346
N 1.620419 1.330511 0.401233 -0.101 0.911 -1.273
```
Positions in Å, forces in eV/Å.

Properties
structure (SMILES): C1=Cn2cncc2C1
Kohn-Sham gap: 9.25 eV
HOMO: -0.307 Ha
LUMO: 0.9 eV
spin multiplicity: 1
charge: 0

---

No. 2
Computed, not measured: a structure of composition C6H6N2, with ωB97M-V/def2-TZVPD.

Geometry as XYZ:
```
14
Properties=species:S:1:pos:R:3:forces:R:3
C 1.962650 0.071059 -0.638437 -2.738 2.106 -2.518
C -0.377402 -0.246812 0.395121 -4.310 0.966 -3.759
C -1.128304 0.417074 -0.695639 0.489 -2.741 4.881
C -0.784801 1.062156 -1.829053 2.535 6.677 -8.741
C -1.203813 -0.674024 1.592997 -0.905 -0.168 -0.874
C -2.127095 -0.991322 2.356263 2.626 -0.484 0.866
H 1.617941 0.294487 -1.998399 1.520 -0.978 4.489
H 2.716555 -0.631761 -0.362772 1.140 0.050 -1.019
H 2.218147 1.174954 -0.134942 -1.231 -3.022 -1.289
H 1.594416 -0.336772 1.505331 -1.706 -1.801 -2.765
H -2.200676 0.344376 -0.732077 -0.508 0.026 1.071
H -2.443466 -1.467780 3.347127 0.059 1.120 -2.184
N 0.798629 -0.838327 0.012453 3.904 3.703 5.137
N -0.642782 1.822693 -2.817975 -0.873 -5.455 6.706
```
Positions in Å, forces in eV/Å.

Properties
Kohn-Sham gap: 7.06 eV
HOMO: -0.316 Ha
LUMO: -1.5 eV
spin multiplicity: 1
charge: 0

---

No. 3
Computed, not measured: the molecule C6H6N2O, with ωB97M-V/def2-TZVPD.

Geometry as XYZ:
```
15
Properties=species:S:1:pos:R:3:forces:R:3
C -0.061394 2.221201 0.101551 -0.822 -1.911 -1.379
C 0.007595 0.833485 0.015101 -2.725 2.481 1.071
C -1.277030 0.033425 0.045056 -0.701 0.676 -1.293
C 0.154977 -1.980718 -0.009634 1.271 -0.711 -0.017
C 1.358225 -1.342439 0.092547 -1.053 0.939 0.409
C 1.307866 0.126206 0.019977 0.337 0.428 -0.389
H -1.034039 2.843338 -0.055089 1.920 -1.412 0.681
H 0.904038 2.716442 0.068633 -0.236 0.230 0.196
H -2.622666 1.422367 -0.004199 0.197 0.892 0.054
H -1.905383 -1.936476 0.066031 1.246 1.027 -0.451
H 0.063339 -3.083455 -0.145331 0.205 0.975 0.469
H 2.346325 -1.724035 0.332437 -0.403 -0.551 -0.573
N -2.506340 0.436276 -0.049355 1.622 -1.859 0.525
N -1.048166 -1.343858 -0.054179 -1.911 -0.803 0.457
O 2.273561 0.845991 -0.140666 1.055 -0.399 0.240
```
Positions in Å, forces in eV/Å.

Properties
structure (SMILES): [H]/N=C1/NC=CC(=O)C1=C
Kohn-Sham gap: 8.06 eV
HOMO: -0.324 Ha
LUMO: -0.8 eV
spin multiplicity: 1
charge: 0

---

No. 4
Computed, not measured: a structure of composition C6H6N2O2, with ωB97M-V/def2-TZVPD.

Geometry as XYZ:
```
16
Properties=species:S:1:pos:R:3:forces:R:3
C -2.518669 0.194030 0.612394 -5.382 2.731 4.479
C -3.137263 0.055034 -0.392369 -5.728 3.504 -0.611
C -0.553721 -0.530726 -0.018356 0.929 -0.071 -0.292
C -0.512707 0.943136 0.065229 -0.916 2.097 -1.188
C 0.581499 1.716131 -0.090830 0.098 -0.533 -0.161
C 1.910190 -0.340196 0.017052 -0.852 1.111 0.014
H -1.951750 0.450046 1.526288 -1.343 -0.930 -0.686
H -3.766114 0.005485 -1.241899 0.023 -0.105 -0.229
H 1.001909 -2.047751 -0.225514 -1.653 1.439 1.055
H -1.594939 1.304698 0.048471 2.971 1.281 -0.870
H 0.683299 2.809768 -0.310434 -0.658 -1.154 0.555
H 2.654966 1.499058 0.006885 0.845 0.744 -0.141
N 0.684403 -1.082317 0.122355 3.798 -1.468 -1.606
N 1.778227 1.059459 -0.099207 0.158 -1.925 0.333
O -1.607664 -1.149893 -0.134313 8.049 -6.467 -0.726
O 2.997445 -0.860827 -0.006255 -0.338 -0.255 0.073
```
Positions in Å, forces in eV/Å.

Properties
Kohn-Sham gap: 6.88 eV
HOMO: -0.244 Ha
LUMO: 0.2 eV
spin multiplicity: 1
charge: 0

---

No. 5
Computed, not measured: a cluster of 2 separate species, C6H6N2O2 in total, with ωB97M-V/def2-TZVPD.

Geometry as XYZ:
```
16
Properties=species:S:1:pos:R:3:forces:R:3
C 1.758145 2.512507 -2.096969 2.168 -0.624 -2.271
C 2.591684 2.230517 -2.905722 0.487 -0.327 0.171
C -0.694172 -0.656681 1.905339 -0.918 0.851 2.291
C -0.903307 0.705834 1.532104 0.280 1.562 0.701
C -0.680170 1.049328 0.277604 -0.230 1.467 -3.766
C -0.294966 -1.196136 -0.477869 0.443 0.686 -2.591
H 1.046555 2.595286 -1.406252 -2.318 0.681 2.239
H 3.425810 1.868164 -3.471885 -0.301 0.319 -0.137
H -0.381418 -2.435640 1.115855 -0.483 0.922 -0.664
H -1.113879 1.507582 2.250344 -0.029 -0.733 -0.204
H -0.886008 2.061688 -0.141583 0.362 -0.652 0.861
H -0.186618 0.393868 -1.807757 -0.306 0.072 2.151
N -0.600580 -1.458698 0.818862 1.126 -3.831 0.572
N -0.315202 0.185379 -0.775672 -0.244 -1.215 0.388
O -0.718375 -1.079375 3.056150 0.274 -0.092 -1.121
O -0.051282 -2.039365 -1.337147 -0.310 0.913 1.380
```
Positions in Å, forces in eV/Å.

Properties
structure (SMILES): O=c1cc[nH]c(=O)[nH]1.C#C
Kohn-Sham gap: 10.29 eV
HOMO: -0.360 Ha
LUMO: 0.5 eV
spin multiplicity: 1
charge: 0

---

No. 6
Computed, not measured: the molecule C6H6N2O2S, with ωB97M-V/def2-TZVPD.

Geometry as XYZ:
```
17
Properties=species:S:1:pos:R:3:forces:R:3
C -2.539511 0.130781 0.067314 -0.324 0.225 0.250
C -1.826306 1.169850 0.634148 2.385 -2.003 -0.868
C -1.943138 -0.964471 -0.525801 -0.531 0.279 -0.973
C -0.404482 1.108345 0.610123 -0.258 1.720 1.723
C -0.591802 -0.998531 -0.610756 1.987 0.678 0.903
C 0.202126 -0.025948 0.005047 0.578 1.592 0.519
N 1.664415 -0.265069 0.034939 -2.280 -1.743 0.453
N 2.572048 0.731807 -0.002799 0.522 0.351 -0.955
O 2.260755 1.744707 -0.578395 -0.690 0.899 0.110
O 3.671179 0.469032 0.399114 1.141 -0.020 0.644
S 2.255143 -1.867331 0.368205 0.579 0.833 -1.308
H -3.593652 0.172957 0.106541 -1.085 0.015 0.028
H -2.290402 1.933565 1.176743 -0.695 1.100 0.446
H -2.495890 -1.706680 -1.093826 -0.228 0.034 0.448
H 0.032074 2.058704 1.251427 -0.192 -2.966 -2.091
H -0.013938 -1.778133 -1.037682 -0.072 -0.841 -0.590
H 3.041378 -1.913588 -0.804341 -0.836 -0.154 1.260
```
Positions in Å, forces in eV/Å.

Properties
structure (SMILES): O=[N+]([O-])N(S)c1ccccc1
Kohn-Sham gap: 9.32 eV
HOMO: -0.331 Ha
LUMO: 0.3 eV
spin multiplicity: 1
charge: 0

---

No. 7
Computed, not measured: the ion C6H6N3O2 with charge -1, with ωB97M-V/def2-TZVPD.

Geometry as XYZ:
```
17
Properties=species:S:1:pos:R:3:forces:R:3
C 1.630179 -0.658551 -0.179185 0.693 -0.097 -3.452
C 1.791976 -0.786487 -1.592963 -0.432 -0.806 3.303
C -0.216502 -0.005634 -2.344515 1.808 -0.239 4.254
C 0.493025 -0.171718 0.564525 0.870 -0.507 2.098
C -0.576621 0.402243 0.052908 0.323 -1.346 -4.243
C 0.675466 -0.211349 2.128369 -0.963 -2.766 -1.096
N 0.933041 -0.495098 -2.619125 -2.447 1.271 -0.791
N -1.506066 1.246657 0.124676 0.496 3.000 0.835
N -2.784590 1.114193 0.235240 -0.320 0.062 0.872
O -3.462760 2.177484 0.381077 0.396 -1.640 -0.491
O -3.215843 -0.043412 0.263509 -1.350 -0.061 -0.147
H 2.557118 -0.793417 0.403470 -0.617 -0.449 -0.314
H 2.562100 -1.373653 -2.042994 1.342 0.042 0.654
H -0.888906 0.501002 -2.975283 -0.796 0.204 -1.388
H 1.651989 -0.660214 2.317033 0.329 1.106 0.374
H 0.326408 0.674283 2.546537 0.572 2.136 0.890
H 0.029984 -0.916330 2.736721 0.097 0.092 -1.360
```
Positions in Å, forces in eV/Å.

Properties
Kohn-Sham gap (alpha / beta): 6.74 / 6.48 eV
HOMO (alpha / beta): -0.115 / -0.105 Ha
LUMO (alpha / beta): 3.6 / 3.6 eV
spin multiplicity: 1
charge: -1

---

No. 8
Computed, not measured: the molecule C6H6N4, with ωB97M-V/def2-TZVPD.

Geometry as XYZ:
```
16
Properties=species:S:1:pos:R:3:forces:R:3
C 1.218597 0.601600 0.063499 -3.004 2.672 -2.871
C 1.399625 -1.665969 -0.019185 -0.624 1.627 0.066
C -0.612957 -0.731004 -0.078584 -3.027 -4.502 1.453
C -2.374858 0.584707 0.022338 0.364 -0.294 0.606
C -1.283305 1.456974 -0.098445 -1.944 -2.862 0.127
C -0.187531 0.514481 -0.045782 2.036 2.746 -0.474
H 2.551320 1.651013 0.719584 -1.318 1.668 -3.872
H 1.245675 2.467899 0.893507 0.555 -1.240 -4.327
H 2.189932 -2.404636 0.140071 -0.939 -0.491 -0.521
H -2.448062 -1.708946 0.284107 0.231 2.335 -0.365
H -3.416699 0.761171 0.086903 -0.715 0.581 -0.132
H -1.419844 2.462306 -0.453087 0.527 0.227 0.440
N 1.682062 1.936289 -0.163571 3.044 0.382 9.696
N 2.004638 -0.391382 0.026177 0.263 -3.379 0.560
N 0.070414 -1.902099 -0.136819 3.196 0.870 0.944
N -1.994220 -0.756171 0.169337 1.354 -0.340 -1.329
```
Positions in Å, forces in eV/Å.

Properties
structure (SMILES): Nc1ncnc2[nH]ccc12
Kohn-Sham gap: 9.15 eV
HOMO: -0.316 Ha
LUMO: 0.6 eV
spin multiplicity: 1
charge: 0